Entry 1:
DFT (ωB97M-V/def2-TZVPD) results for a structure of composition C47H51BN11O4PbSSe.

Geometry (Å):
Pb 0.2341 -0.0519 0.0894
O -1.5019 -2.7410 -2.9048
C -0.5837 -2.0438 -2.4796
O -0.5188 -0.8093 -2.3732
C 0.6168 -2.8660 -1.9322
C 0.9164 -4.1383 -2.4023
C 1.8996 -4.8860 -1.7738
C 2.5552 -4.3475 -0.6729
C 2.1814 -3.0706 -0.3158
N 1.2697 -2.3441 -0.8874
C 2.9454 -2.4088 0.9972
O 2.8121 -3.1558 1.9307
O 3.4531 -1.3618 0.6985
H 0.3598 -4.5328 -3.2399
H 2.1400 -5.8842 -2.1110
H 3.2946 -4.8952 -0.1116
C -0.4737 3.2509 4.7081
C -0.8775 2.7497 3.3696
C -2.0075 3.1094 2.6662
C -1.9830 2.3461 1.4879
N -0.8789 1.5801 1.5070
N -0.2125 1.8304 2.6386
B 1.1205 1.1613 3.0451
N 0.9053 -0.3569 3.1923
N 0.3934 -1.1326 2.2225
C 0.2640 -2.3762 2.7104
C 0.7099 -2.3831 4.0369
C 1.1133 -1.0883 4.3026
C 1.7121 -0.5670 5.5573
C -0.2239 -3.5192 1.9492
C -0.9316 -3.3672 0.7586
C -1.3458 -4.4657 0.0268
C -1.0969 -5.7461 0.4938
C -0.4108 -5.9141 1.6857
C 0.0309 -4.8166 2.3996
N 2.2262 1.4727 2.0188
N 2.1640 1.1320 0.7229
C 3.2991 1.5207 0.1255
C 4.1013 2.1531 1.0837
C 3.3955 2.0920 2.2697
C 3.8434 2.5689 3.6037
C 3.6364 1.2865 -1.2737
C 2.7238 0.7768 -2.1946
C 3.0819 0.5506 -3.5089
C 4.3620 0.8401 -3.9494
C 5.2765 1.3720 -3.0550
C 4.9235 1.5833 -1.7356
C -2.9953 2.3604 0.4412
C -2.8865 1.6014 -0.7287
C -3.8888 1.6187 -1.6840
C -5.0233 2.3895 -1.4994
C -5.1439 3.1568 -0.3498
C -4.1462 3.1434 0.6041
H -1.2202 3.9608 5.0540
H 0.4913 3.7503 4.6691
H -0.4084 2.4343 5.4243
H -2.7377 3.8342 2.9644
H 1.4451 1.5985 4.0840
H 0.7385 -3.2088 4.7152
H 1.8316 -1.3807 6.2660
H 1.0905 0.2024 6.0109
H 2.6913 -0.1366 5.3606
H -1.1538 -2.3678 0.4066
H -1.8604 -4.3198 -0.9120
H -1.4369 -6.6058 -0.0640
H -0.2089 -6.9063 2.0589
H 0.6018 -4.9608 3.3008
H 5.0623 2.6020 0.9441
H 4.8216 3.0316 3.5127
H 3.9205 1.7370 4.3010
H 3.1572 3.2986 4.0260
H 1.7118 0.5574 -1.8914
H 2.3494 0.1405 -4.1859
H 4.6482 0.6418 -4.9709
H 6.2729 1.6247 -3.3850
H 5.6616 1.9762 -1.0547
H -2.0051 1.0002 -0.8966
H -3.7793 1.0237 -2.5787
H -5.8083 2.3942 -2.2403
H -6.0232 3.7660 -0.1984
H -4.2686 3.7478 1.4885
C -1.2889 2.2216 -3.7977
N -0.2555 3.2285 -3.9156
C -0.5818 4.2573 -4.8877
C 0.5802 3.4749 -2.8789
S 0.1083 3.0774 -1.2984
N 1.7687 4.0438 -3.1173
C 2.3862 4.0645 -4.4255
C 2.6059 4.5467 -2.0537
H -1.5195 1.8599 -4.8004
H -2.1998 2.6309 -3.3523
H -0.9418 1.3824 -3.1973
H -1.5928 4.6312 -4.6900
H -0.5618 3.8462 -5.8992
H 0.1020 5.0979 -4.8245
H 1.8643 3.3982 -5.1079
H 3.4162 3.7166 -4.3254
H 2.4031 5.0757 -4.8416
H 2.0310 4.6146 -1.1327
H 2.9742 5.5381 -2.3248
H 3.4565 3.8825 -1.8848
C -4.2012 -1.9692 -1.6649
N -4.2957 -2.8106 -0.5054
C -4.6933 -4.1148 -0.5217
C -4.6165 -4.5857 0.7482
N -4.1733 -3.5630 1.5360
C -3.9116 -3.6445 2.9449
C -3.9764 -2.4768 0.7589
Se -3.4044 -0.8216 1.3490
H -5.0185 -2.2022 -2.3440
H -3.2532 -2.1471 -2.1900
H -4.2553 -0.9228 -1.3691
H -4.9931 -4.6040 -1.4248
H -4.8474 -5.5531 1.1432
H -4.6710 -4.2595 3.4234
H -3.9321 -2.6451 3.3790
H -2.9274 -4.0813 3.1244

Calculated values
Strongest force on any atom   1.27 eV/Å
Relative energy (zero: lowest compared OMol25 entry of this formula, charge and spin)   38.0 kcal/mol
Calculated total energy   -5742.0976 a.u.
Charge   +1
HOMO (alpha / beta)   -9.46 / -9.45 eV

Löwdin atomic charge list, values in e, 99 entries: Pb 1.427; O -0.008; C -0.674; O -0.141; C -0.165; C 0.011; C -0.011; C 0.020; C -0.136; N 0.105; C -0.574; O 0.183; O 0.185; H 0.127; H 0.120; H 0.129; C -0.010; C -0.249; C 0.045; C -0.275; N -0.041; N 0.033; B -0.518; N 0.046; N -0.010; C -0.252; C 0.040; C -0.241; C -0.002; C -0.173; C -0.079; C -0.085; C -0.070; C -0.064; C -0.022; N 0.043; N -0.038; C -0.244; C 0.050; C -0.243; C -0.007; C -0.173; C -0.055; C -0.066; C -0.085; C -0.076; C -0.032; C -0.221; C -0.157; C -0.117; C -0.071; C -0.070; C -0.019; H 0.087; H 0.083; H 0.082; H 0.109; H 0.108; H 0.114; H 0.088; H 0.083; H 0.081; H 0.037; H 0.101; H 0.109; H 0.109; H 0.114; H 0.111; H 0.087; H 0.079; H 0.081; H 0.019; H 0.111; H 0.105; H 0.106; H 0.107; H 0.015; H 0.109; H 0.106; H 0.107; H 0.105; C -0.090; N -0.219; C -0.050; C -0.726; S 0.716; N -0.189; C -0.046; C -0.073; H 0.098; H 0.073; H 0.047; H 0.098; H 0.095; H 0.082; H 0.091; H 0.087; H 0.094; H 0.038

=====

Entry 2:
DFT (ωB97M-V/def2-TZVPD) results for the ion C4H13N3 with charge +2.

Geometry (Å):
C -0.1660 2.0774 -1.3421
C 0.3169 1.1462 -0.3757
C 1.7153 0.8323 -0.5321
N -0.5485 0.4682 0.3651
C -0.2212 -0.5040 1.3259
N -1.0485 -1.7076 1.1570
N -0.6891 -2.2865 -0.1034
H -1.1292 2.5611 -1.3491
H -0.1281 1.4668 -2.3584
H 0.4527 2.9387 -1.4932
H 2.4730 1.5746 -0.2480
H 1.8707 0.5045 -1.5417
H 1.9784 -0.0092 0.2033
H -1.5117 0.9212 0.2476
H 0.8610 -0.7875 1.1867
H -0.2622 0.0795 2.2650
H -0.9612 -2.0606 2.0608
H -2.0568 -1.5911 1.0269
H -1.3400 -3.0396 -0.4023
H 0.3945 -2.5844 -0.0923

Calculated values
Strongest force on any atom   4.23 eV/Å
Relative energy (zero: lowest compared OMol25 entry of this formula, charge and spin)   100.7 kcal/mol
Calculated total energy   -323.7325 a.u.
Charge   +2
HOMO   -20.14 eV
Structure (SMILES)   CC(C)=[NH+]C[NH2+]N

In the Löwdin picture, each atom carries the following charge in e: C 0.013; C -0.273; C 0.033; N 0.113; C -0.108; N 0.023; N 0.101; H 0.110; H 0.195; H 0.117; H 0.146; H 0.125; H 0.108; H 0.230; H 0.148; H 0.189; H 0.171; H 0.210; H 0.149; H 0.201

=====

- Which value of charge does entry 1 give?
  +1